Computed, not measured: a cluster of 2 separate species, C2H7OS2 in total, with ωB97M-V with the def2-TZVPD basis set.

```
12
Properties=species:S:1:pos:R:3
S 0.277 1.007 -1.883
S -1.219 1.086 -0.426
H 0.466 2.311 -2.138
H 0.115 0.502 1.067
C 1.041 -1.237 1.284
O 0.713 0.055 1.752
C -0.154 -2.172 1.083
H 1.745 -1.676 2.000
H 1.553 -1.116 0.317
H 0.189 -3.208 1.008
H -0.623 -1.920 0.133
H -0.877 -2.018 1.883
```

## Properties
Energy above the lowest of the compared OMol25 structures with the same formula, charge and spin in kJ/mol: 4.98
Total charge: -1
E_HOMO in eV: -2.780